No. 1
Below is C37H39BrN2PdS3Si as an isolated structure, with properties calculated with ωB97M-V/def2-TZVPD.

The HOMO energy is -0.78 eV. As for the energy: -155889.0263 eV. As for the net charge: -2. Its LUMO energy is 3.6 eV. The calculation puts the molar mass at 822.344 g/mol.

Last column: Löwdin charge in e.
Atoms and positions in Å:
Pd1 -0.225 -0.342 -0.129  0.41
S1 -0.394 -2.820 -4.064  0.33
C1 0.332 -2.140 -2.704  -1.67
S2 0.818 -3.262 -1.501  0.77
S3 0.694 -0.477 -2.481  0.52
Br1 1.780 1.555 6.312  0.69
C2 1.585 1.333 4.435  -0.69
C3 0.551 1.987 3.808  -0.11
C4 0.185 1.549 2.538  -0.11
N1 0.742 0.518 1.926  0.04
C5 1.715 -0.113 2.570  -0.13
C6 2.169 0.247 3.837  -0.11
H1 0.060 2.837 4.262  0.10
H2 -0.587 2.066 1.984  0.08
H3 2.163 -0.954 2.053  0.09
H4 2.985 -0.289 4.304  0.10
C7 -2.123 -0.946 0.757  -0.22
H5 -2.223 -2.020 0.604  -0.03
H6 -2.970 -0.441 0.291  -0.06
H7 -2.113 -0.708 1.828  -0.04
C8 -0.291 -2.728 2.780  -0.09
C9 0.314 -4.005 2.192  -0.37
C10 -0.597 -4.574 1.101  -0.10
C11 1.760 -3.756 1.783  -0.15
C12 2.729 -4.334 2.607  -0.08
C13 4.083 -4.113 2.419  -0.13
C14 4.471 -3.256 1.402  -0.07
C15 3.546 -2.641 0.554  -0.15
C16 4.130 -1.683 -0.479  -0.37
C17 3.636 -0.248 -0.287  -0.09
C18 3.941 -2.135 -1.935  -0.09
C19 2.148 -2.908 0.703  -0.32
N2 1.198 -2.339 -0.159  -0.41
H8 -1.308 -2.905 3.142  0.08
H9 -0.332 -1.955 2.015  0.01
H10 0.316 -2.361 3.616  0.07
H11 0.358 -4.746 2.996  0.11
H12 -0.943 -3.790 0.428  0.03
H13 -1.472 -5.045 1.564  0.07
H14 -0.078 -5.322 0.497  0.07
H15 2.405 -4.980 3.419  0.09
H16 4.819 -4.590 3.058  0.08
H17 5.530 -3.066 1.242  0.09
H18 5.207 -1.677 -0.287  0.11
H19 2.552 -0.204 -0.362  0.01
H20 4.051 0.402 -1.066  0.08
H21 3.948 0.145 0.689  0.07
H22 2.983 -1.795 -2.329  0.00
H23 3.986 -3.221 -2.022  0.07
H24 4.734 -1.702 -2.558  0.07
C20 -4.891 0.187 -3.801  -0.12
C21 -4.769 1.514 -3.402  -0.12
C22 -3.729 1.888 -2.558  -0.11
C23 -2.795 0.956 -2.083  -0.28
C24 -2.946 -0.372 -2.488  -0.11
C25 -3.977 -0.754 -3.342  -0.09
Si1 -1.333 1.519 -0.986  0.61
C26 -0.314 2.606 -2.170  -0.32
C27 -0.477 2.537 -3.556  -0.11
C28 0.268 3.346 -4.410  -0.10
C29 1.201 4.239 -3.896  -0.12
C30 1.404 4.299 -2.523  -0.11
C31 0.659 3.484 -1.678  -0.12
C32 -2.247 2.780 0.142  -0.28
C33 -3.034 2.297 1.199  -0.11
C34 -3.732 3.153 2.041  -0.10
C35 -3.664 4.529 1.852  -0.13
C36 -2.894 5.033 0.813  -0.11
C37 -2.196 4.168 -0.028  -0.10
H25 -5.693 -0.109 -4.469  0.08
H26 -5.480 2.255 -3.753  0.08
H27 -3.638 2.931 -2.262  0.09
H28 -2.242 -1.114 -2.133  0.06
H29 -4.048 -1.789 -3.658  0.10
H30 -1.193 1.839 -3.972  0.10
H31 0.120 3.275 -5.481  0.09
H32 1.770 4.878 -4.561  0.08
H33 2.144 4.979 -2.113  0.09
H34 0.836 3.534 -0.606  0.10
H35 -3.090 1.223 1.359  0.07
H36 -4.329 2.747 2.851  0.09
H37 -4.207 5.201 2.508  0.08
H38 -2.840 6.105 0.650  0.09
H39 -1.610 4.585 -0.841  0.09

***

No. 2
Below is C37H39N3O4SSiW as an isolated structure, with properties calculated with ωB97M-V/def2-TZVPD.

The HOMO energy is -13.87 eV. As for the energy: -72187.4694 eV. As for the net charge: +2. Its LUMO energy is -7.1 eV. The calculation puts the molar mass at 833.729 g/mol.

Last column: Löwdin charge in e.
Atoms and positions in Å:
W1 -0.401 0.691 -0.230  1.66
O1 1.743 -0.383 -0.529  -0.12
C1 2.104 -0.496 0.899  -0.29
C2 0.747 -0.709 1.639  -0.57
O2 0.677 -0.606 2.829  0.17
O3 -0.299 -0.947 0.844  -0.19
C3 2.688 0.829 1.391  -0.18
C4 2.657 1.978 0.606  -0.06
C5 3.195 3.168 1.081  -0.07
C6 3.748 3.225 2.349  -0.06
C7 3.780 2.082 3.136  -0.04
C8 3.258 0.890 2.659  -0.02
C9 3.018 -1.680 1.114  -0.16
C10 4.397 -1.525 1.002  -0.01
C11 5.231 -2.624 1.141  -0.04
C12 4.694 -3.879 1.391  -0.05
C13 3.319 -4.036 1.497  -0.05
C14 2.482 -2.942 1.356  -0.02
H1 2.581 -0.367 -1.009  0.14
H2 2.315 1.960 -0.420  0.09
H3 3.208 4.041 0.442  0.11
H4 4.177 4.148 2.717  0.12
H5 4.230 2.112 4.119  0.12
H6 3.287 0.003 3.277  0.13
H7 4.827 -0.546 0.830  0.13
H8 6.303 -2.497 1.064  0.12
H9 5.349 -4.731 1.509  0.12
H10 2.900 -5.014 1.699  0.11
H11 1.409 -3.068 1.454  0.12
C15 -2.886 4.119 0.632  -0.13
Si1 -1.069 3.696 0.871  0.50
C16 -0.792 2.345 2.203  -0.11
C17 -0.052 5.217 1.251  -0.14
N1 -0.444 2.678 -0.439  -0.22
C18 -0.429 3.001 -1.797  -0.36
C19 -0.912 4.198 -2.335  -0.02
C20 -0.961 4.380 -3.704  -0.04
C21 -0.556 3.376 -4.576  -0.05
C22 -0.035 2.200 -4.062  -0.05
C23 0.057 2.022 -2.688  -0.09
H12 -3.308 4.474 1.574  0.05
H13 -3.494 3.280 0.294  0.01
H14 -3.006 4.929 -0.090  0.04
H15 -1.694 2.092 2.761  0.06
H16 -0.023 2.618 2.925  0.07
H17 -0.421 1.413 1.714  -0.03
H18 -0.624 5.860 1.926  0.05
H19 0.177 5.811 0.364  0.04
H20 0.884 4.969 1.748  0.02
H21 -1.241 4.986 -1.668  0.10
H22 -1.315 5.323 -4.101  0.12
H23 -0.612 3.522 -5.645  0.12
H24 0.334 1.434 -4.732  0.12
H25 0.657 1.181 -2.315  0.07
C24 -0.892 -6.759 1.045  -0.02
C25 -0.654 -5.518 0.241  -0.24
C26 -1.623 -4.514 0.166  0.00
C27 -1.421 -3.382 -0.601  -0.07
C28 -0.226 -3.245 -1.292  -0.41
C29 0.773 -4.205 -1.208  -0.07
C30 0.546 -5.339 -0.448  -0.02
S1 0.052 -1.853 -2.358  1.08
C31 -1.048 -2.254 -3.721  -0.18
O4 -0.759 -0.666 -1.740  -0.65
H26 -1.955 -6.962 1.158  0.09
H27 -0.467 -6.655 2.046  0.10
H28 -0.420 -7.624 0.581  0.09
H29 -2.555 -4.634 0.705  0.13
H30 -2.179 -2.609 -0.665  0.11
H31 1.710 -4.080 -1.738  0.13
H32 1.308 -6.107 -0.394  0.13
H33 -2.049 -2.427 -3.331  0.07
H34 -0.676 -3.140 -4.232  0.08
H35 -1.042 -1.401 -4.398  0.06
N2 -7.760 0.085 0.053  0.23
C32 -6.616 0.184 0.061  -0.14
C33 -5.199 0.330 0.043  -0.17
C34 -4.397 -0.144 1.082  0.05
C35 -3.039 0.051 1.027  -0.07
N3 -2.422 0.679 -0.003  -0.12
C36 -3.206 1.097 -1.028  -0.09
C37 -4.569 0.953 -1.039  0.03
H36 -4.837 -0.662 1.922  0.14
H37 -2.394 -0.313 1.815  0.13
H38 -2.694 1.590 -1.845  0.13
H39 -5.149 1.325 -1.872  0.14

***

No. 3
Below is C37H39N4O6PRuSe2 as an isolated structure, with properties calculated with ωB97M-V/def2-TZVPD.

The spin multiplicity is 6. The HOMO energy (alpha / beta) is -10.42 / -10.60 eV. As for the energy: -199802.1082 eV. As for the net charge: +1. Its LUMO energy (alpha / beta) is -3.4 / -4.2 eV. As for the expectation value of S²: 8.7645. The calculation puts the molar mass at 925.705 g/mol.

Last column: Löwdin charge in e.
Atoms and positions in Å:
Ru1 0.271 0.322 0.155  1.27
O1 0.355 -1.454 1.611  -0.21
C1 -0.059 -1.565 2.772  -0.17
C2 -0.818 -0.618 3.521  -0.13
C3 -1.153 -0.975 4.839  0.05
C4 -1.868 -0.111 5.615  -0.14
C5 -2.298 1.129 5.115  0.03
C6 -1.985 1.495 3.837  0.01
C7 -1.221 0.646 2.990  -0.34
O2 -0.907 1.053 1.812  -0.18
N1 -2.196 -0.485 6.995  -0.36
O3 -1.786 -1.555 7.399  0.08
O4 -2.851 0.302 7.644  0.09
H1 0.176 -2.504 3.296  0.15
H2 -0.843 -1.929 5.247  0.13
H3 -2.870 1.780 5.761  0.13
H4 -2.296 2.452 3.440  0.12
Se1 0.519 -1.966 -1.214  0.38
P1 0.670 -0.833 -3.080  0.19
Se2 0.925 1.217 -2.478  0.42
C8 2.010 -1.461 -4.107  -0.41
C9 2.966 -0.598 -4.630  -0.10
C10 3.967 -1.101 -5.452  -0.07
C11 4.010 -2.454 -5.745  -0.07
C12 3.054 -3.317 -5.220  -0.07
C13 2.053 -2.824 -4.402  -0.09
C14 -0.864 -1.044 -4.021  -0.42
C15 -1.656 -2.179 -3.874  -0.11
C16 -2.809 -2.319 -4.634  -0.07
C17 -3.171 -1.331 -5.537  -0.07
C18 -2.382 -0.196 -5.684  -0.07
C19 -1.231 -0.049 -4.927  -0.11
H5 2.929 0.458 -4.393  0.07
H6 4.711 -0.432 -5.862  0.11
H7 4.790 -2.843 -6.386  0.11
H8 3.090 -4.373 -5.450  0.11
H9 1.310 -3.497 -3.990  0.10
H10 -1.382 -2.945 -3.159  0.07
H11 -3.425 -3.201 -4.517  0.11
H12 -4.071 -1.441 -6.126  0.11
H13 -2.667 0.577 -6.385  0.11
H14 -0.625 0.843 -5.028  0.09
C20 -3.651 3.851 -0.866  -0.04
C21 -3.544 2.342 -1.045  -0.63
C22 -3.787 1.967 -2.505  -0.04
C23 -4.548 1.635 -0.131  -0.04
N2 -2.143 2.018 -0.703  -0.05
N3 -1.832 0.630 -0.741  -0.09
H15 -4.655 4.193 -1.116  0.09
H16 -2.934 4.362 -1.509  0.09
H17 -3.449 4.136 0.170  0.09
H18 -4.771 2.313 -2.821  0.09
H19 -3.761 0.885 -2.662  0.07
H20 -3.032 2.428 -3.143  0.09
H21 -5.562 1.966 -0.356  0.09
H22 -4.344 1.861 0.919  0.08
H23 -4.541 0.549 -0.262  0.07
H24 -1.931 2.327 0.241  0.09
H25 -1.790 0.334 -1.712  0.04
H26 -2.527 0.057 -0.257  0.10
C24 1.818 1.406 4.126  -0.02
O5 2.176 0.418 3.159  -0.11
C25 3.111 -0.497 3.491  -0.23
C26 3.464 -0.806 4.800  0.01
C27 4.369 -1.825 5.061  -0.05
C28 4.934 -2.557 4.028  -0.07
C29 4.609 -2.240 2.721  -0.01
C30 3.728 -1.204 2.449  -0.16
N4 3.424 -0.934 1.078  0.15
C31 3.153 0.211 0.514  -0.06
C32 3.411 1.499 1.018  -0.16
C33 4.603 1.808 1.717  -0.02
C34 4.877 3.099 2.055  -0.07
C35 3.949 4.112 1.722  -0.05
C36 2.767 3.832 1.090  0.01
C37 2.435 2.495 0.771  -0.36
O6 1.243 2.190 0.357  -0.26
H27 1.183 2.112 3.598  0.10
H28 2.711 1.915 4.495  0.11
H29 1.263 0.964 4.956  0.09
H30 3.017 -0.261 5.619  0.12
H31 4.622 -2.053 6.088  0.12
H32 5.628 -3.358 4.236  0.11
H33 5.058 -2.781 1.896  0.12
H34 3.280 -1.755 0.499  0.15
H35 2.753 0.131 -0.500  0.07
H36 5.317 1.020 1.922  0.13
H37 5.808 3.355 2.541  0.11
H38 4.176 5.138 1.982  0.11
H39 2.046 4.606 0.864  0.12